Entry 1:
{
  "formula": "C3H3N3O",
  "method": "wB97M-V/def2-TZVPD",
  "homo_lumo_gap_ev": 9.02,
  "homo_ev": -9.40,
  "charge": 0,
  "smiles": "[H]/N=N/C=C\\N=C=O",
  "e_above_lowest_kcal_mol": 50.6,
  "e_tot_ev": -9675.2594,
  "e_lumo_ev": -0.39,
  "symbols": ["C", "N", "H", "H", "N", "C", "C", "H", "N", "O"],
  "coordinates": [[-0.075, 1.724, 0.281], [-0.388, -0.538, 0.606], [-1.329, -0.838, 2.110], [0.419, -1.940, -0.859], [-0.900, -1.391, 1.348], [0.754, 0.173, -1.217], [0.288, -0.906, -0.554], [1.308, 0.106, -2.145], [0.558, 1.467, -0.755], [-0.614, 2.245, 1.174]],
  "atomic_forces_ev_per_a": [[-0.17, 0.49, 0.26], [-0.19, -0.40, 0.23], [0.03, -0.35, -0.05], [-0.05, 0.15, 0.05], [0.16, 0.38, -0.23], [-0.02, -0.26, 0.04], [0.07, 0.18, -0.03], [-0.07, -0.05, 0.13], [-0.22, 0.09, 0.32], [0.47, -0.25, -0.72]],
  "mulliken_charge": [0.81, 0.26, 0.28, 0.43, -0.84, -0.29, -0.14, 0.40, -0.50, -0.41]
}



Entry 2:
{
  "formula": "C3H3N3O2",
  "method": "wB97M-V/def2-TZVPD",
  "homo_lumo_gap_ev": 9.81,
  "homo_ev": -9.99,
  "charge": 0,
  "smiles": "c1nnconco1",
  "e_above_lowest_kcal_mol": 192.6,
  "e_tot_ev": -11717.6041,
  "e_lumo_ev": -0.17,
  "symbols": ["C", "C", "N", "H", "O", "H", "C", "N", "H", "O", "N"],
  "coordinates": [[-0.420, -1.189, 0.331], [-0.781, 1.143, -0.438], [-1.596, -0.607, 0.524], [-0.969, 2.110, -0.772], [0.257, 0.936, 0.611], [2.527, 1.410, 0.359], [1.683, 0.586, 0.384], [-1.790, 0.390, -0.453], [-0.259, -2.026, 0.866], [0.489, -0.975, -0.596], [1.935, -0.414, -0.390]],
  "atomic_forces_ev_per_a": [[-3.28, 1.78, 0.76], [0.72, -0.59, 1.98], [2.08, -2.46, -2.53], [0.97, 1.76, -1.01], [2.84, 2.30, -0.32], [-1.91, -1.64, 1.05], [-1.75, 2.07, -3.32], [1.04, -0.19, 1.72], [0.60, -2.65, 2.38], [2.14, -0.53, -3.04], [-3.45, 0.18, 2.32]],
  "mulliken_charge": [-0.04, 0.06, -0.35, 0.43, -0.37, 0.33, 0.09, -0.23, 0.55, -0.31, -0.15]
}



Entry 3:
{
  "formula": "C3H3N3O2",
  "method": "wB97M-V/def2-TZVPD",
  "homo_lumo_gap_ev": 10.20,
  "homo_ev": -9.79,
  "charge": 0,
  "smiles": "[H]/N=c1/oncn1C=O",
  "e_above_lowest_kcal_mol": 96.7,
  "e_tot_ev": -11721.7622,
  "e_lumo_ev": 0.41,
  "symbols": ["N", "H", "N", "H", "N", "O", "C", "C", "C", "O", "H"],
  "coordinates": [[0.056, -0.306, 0.108], [1.252, 1.986, 0.457], [0.229, 2.115, -0.023], [-1.217, -2.192, 0.361], [-2.139, -0.303, -0.150], [2.179, 0.196, -0.099], [1.357, -0.714, -0.148], [-0.428, 1.114, 0.101], [-1.146, -1.075, 0.129], [-1.755, 1.025, -0.205], [1.612, -1.846, -0.532]],
  "atomic_forces_ev_per_a": [[-2.03, -1.11, 1.16], [-3.17, 0.26, -2.13], [4.53, 3.05, 2.61], [0.05, 1.97, -0.65], [-0.93, -1.68, 0.88], [0.14, -2.24, -0.15], [1.02, 1.25, -0.65], [0.20, -3.96, -1.78], [0.60, 0.71, -0.73], [0.59, -0.80, 0.26], [-0.99, 2.56, 1.17]],
  "mulliken_charge": [0.03, 0.35, -0.54, 0.34, -0.30, -0.54, 0.23, 0.34, -0.01, -0.15, 0.24]
}



Entry 4:
{
  "formula": "C3H3N3O2",
  "method": "wB97M-V/def2-TZVPD",
  "homo_lumo_gap_ev": 8.26,
  "homo_ev": -9.05,
  "charge": 0,
  "smiles": "[H]/N=c1/nnc(O)co1",
  "e_above_lowest_kcal_mol": 134.3,
  "e_tot_ev": -11720.1317,
  "e_lumo_ev": -0.79,
  "symbols": ["O", "C", "H", "N", "C", "O", "H", "N", "C", "H", "N"],
  "coordinates": [[-0.497, 0.970, -0.495], [-0.433, 1.183, 0.888], [-1.603, 2.651, 0.394], [0.478, 0.336, 1.626], [0.604, -1.148, -0.119], [1.211, -2.250, -0.558], [0.422, -2.890, -1.149], [-0.902, 2.307, 1.154], [-0.072, -0.265, -0.912], [-0.013, -0.183, -1.975], [0.803, -0.712, 1.147]],
  "atomic_forces_ev_per_a": [[0.36, -3.22, 0.29], [0.73, 1.48, -2.54], [2.12, -0.80, 1.56], [-2.45, 4.09, 1.74], [-2.81, 2.86, -1.62], [-3.26, -4.08, -2.62], [3.75, 2.95, 2.82], [-2.35, 0.94, 1.39], [1.24, 0.91, -0.32], [-0.24, -0.91, -0.71], [2.90, -4.23, 0.01]],
  "mulliken_charge": [-0.32, 0.62, 0.30, -0.39, 0.36, -0.56, 0.40, -0.67, -0.04, 0.38, -0.06]
}



Entry 5:
{
  "formula": "C3H3N3O4",
  "method": "wB97M-V/def2-TZVPD",
  "homo_lumo_gap_ev": 9.00,
  "homo_ev": -10.89,
  "charge": 0,
  "e_above_lowest_kcal_mol": 122.7,
  "e_tot_ev": -15812.3121,
  "e_lumo_ev": -1.90,
  "symbols": ["O", "N", "N", "C", "C", "O", "C", "H", "H", "N", "O", "O", "H"],
  "coordinates": [[-0.326, -2.275, -0.419], [-0.663, 1.265, -0.567], [-0.382, 0.402, 2.764], [1.397, -0.122, -0.225], [-0.207, 0.351, 1.633], [-1.441, 1.991, 0.003], [0.035, 0.267, 0.240], [2.164, 0.442, 0.308], [1.483, 0.072, -1.295], [-1.033, -1.349, -0.284], [-0.425, 1.261, -1.754], [-2.178, -1.122, -0.362], [1.576, -1.182, -0.043]],
  "atomic_forces_ev_per_a": [[-0.11, -1.17, -0.27], [-0.24, 0.39, -0.19], [-0.01, -0.09, 0.34], [0.29, 0.31, -0.10], [-0.19, 0.32, 0.30], [-0.19, 0.11, 0.14], [-0.26, -2.67, -1.01], [-0.03, 0.03, 0.02], [-0.02, -0.06, 0.14], [1.96, 3.19, 1.02], [-0.03, 0.02, -0.24], [-1.05, -0.44, -0.24], [-0.13, 0.06, 0.10]],
  "mulliken_charge": [-0.49, 1.04, -0.39, -1.26, 0.33, -0.56, 0.45, 0.34, 0.38, 0.84, -0.60, -0.45, 0.38]
}



Entry 6:
{
  "formula": "C3H3N3OS",
  "method": "wB97M-V/def2-TZVPD",
  "homo_lumo_gap_ev": 9.10,
  "homo_ev": -9.42,
  "charge": 0,
  "smiles": "S/N=C\\c1cnon1",
  "e_above_lowest_kcal_mol": 104.3,
  "e_tot_ev": -20508.8557,
  "e_lumo_ev": -0.32,
  "symbols": ["S", "H", "C", "O", "N", "H", "N", "C", "C", "N", "H"],
  "coordinates": [[-0.491, 2.214, -1.049], [-1.560, 0.527, 1.024], [-0.877, -0.333, 1.032], [-0.257, -2.281, 1.598], [0.836, 1.222, -1.282], [1.951, -0.537, -1.160], [-1.185, -1.326, 1.790], [0.981, -0.011, -0.835], [0.266, -0.726, 0.258], [0.573, -1.960, 0.595], [-0.238, 3.210, -1.971]],
  "atomic_forces_ev_per_a": [[-0.21, 0.19, 0.18], [0.79, -0.37, -0.13], [-0.48, 0.15, -0.42], [-0.35, -0.53, -0.44], [0.18, -2.68, -0.05], [-1.61, 0.85, 0.37], [-0.21, 0.06, 1.05], [1.51, 1.83, -0.07], [-0.49, 0.24, -1.06], [0.55, 1.15, 0.02], [0.32, -0.89, 0.54]],
  "mulliken_charge": [-0.14, 0.33, -0.05, -0.02, -0.39, 0.31, -0.32, -0.10, 0.59, -0.37, 0.17]
}



Entry 7:
{
  "formula": "C3H3N3OS",
  "method": "wB97M-V/def2-TZVPD",
  "homo_lumo_gap_ev": 9.70,
  "homo_ev": -9.43,
  "charge": 0,
  "smiles": "O=CNc1csnn1",
  "e_above_lowest_kcal_mol": 45.8,
  "e_tot_ev": -20511.3918,
  "e_lumo_ev": 0.27,
  "symbols": ["N", "C", "C", "N", "H", "H", "O", "N", "S", "C", "H"],
  "coordinates": [[0.868, -0.637, 0.020], [-0.475, -0.372, 0.056], [1.877, 0.246, -0.093], [-2.637, -0.913, 0.017], [-0.442, 1.840, -0.028], [2.907, -0.389, -0.233], [1.782, 1.440, 0.011], [-1.416, -1.339, -0.031], [-2.720, 0.737, 0.026], [-1.043, 0.907, 0.021], [1.299, -1.519, 0.232]],
  "atomic_forces_ev_per_a": [[1.08, -1.11, -0.08], [-2.06, 2.00, -0.56], [2.20, -0.34, 0.28], [0.53, -0.37, -0.31], [-0.86, -0.84, 0.20], [-1.91, 1.68, 0.28], [0.36, 0.12, -0.51], [-0.24, -0.61, 0.72], [0.77, -0.07, -0.02], [1.24, 0.36, 0.18], [-1.10, -0.82, -0.17]],
  "mulliken_charge": [-0.12, 0.15, 0.15, -0.28, 0.39, 0.22, -0.53, -0.38, 0.11, 0.02, 0.27]
}



Entry 8:
{
  "formula": "C3H3N3S",
  "method": "wB97M-V/def2-TZVPD",
  "homo_lumo_gap_ev": 7.41,
  "homo_ev": -9.01,
  "charge": 0,
  "smiles": "[H]/N=C1/C=NC(=S)N1",
  "e_above_lowest_kcal_mol": 38.4,
  "e_tot_ev": -18463.4186,
  "e_lumo_ev": -1.60,
  "symbols": ["C", "N", "N", "H", "C", "H", "C", "H", "N", "S"],
  "coordinates": [[-0.742, 0.445, 1.330], [-1.752, 0.686, 2.041], [-0.547, 0.508, -0.081], [0.708, -0.841, 2.510], [0.486, -0.149, -0.575], [-0.953, 1.182, -0.766], [0.485, -0.328, 1.609], [-2.731, 1.080, 1.770], [1.142, -0.767, 0.555], [0.606, -0.264, -2.206]],
  "atomic_forces_ev_per_a": [[-0.68, 0.04, -2.43], [-1.14, 0.57, 0.77], [-2.94, 3.45, -0.55], [0.18, 0.20, 1.11], [0.27, -1.04, -0.14], [-0.17, -0.92, 1.29], [1.30, -2.31, -1.19], [2.93, -0.89, -0.28], [-0.84, 1.26, 1.01], [1.09, -0.37, 0.42]],
  "mulliken_charge": [0.47, -0.61, -0.14, 0.41, 0.24, 0.25, -0.14, 0.27, -0.43, -0.33]
}



Entry 9:
{
  "formula": "C3H3N3S",
  "method": "wB97M-V/def2-TZVPD",
  "homo_lumo_gap_ev": 6.79,
  "homo_ev": -8.37,
  "charge": 0,
  "smiles": "S=Nc1c[nH]cn1",
  "e_above_lowest_kcal_mol": 72.8,
  "e_tot_ev": -18461.9260,
  "e_lumo_ev": -1.58,
  "symbols": ["C", "H", "H", "N", "H", "C", "N", "S", "N", "C"],
  "coordinates": [[1.449, -0.614, -0.018], [2.468, -0.803, 0.043], [-1.231, 1.438, 0.062], [0.551, -1.454, -0.051], [1.623, 1.591, 0.475], [-0.650, -0.622, -0.202], [-1.915, -1.103, 0.007], [-3.148, 0.000, -0.036], [1.109, 0.809, -0.075], [-0.257, 0.756, -0.204]],
  "atomic_forces_ev_per_a": [[2.44, 3.59, 0.44], [1.71, -0.52, 0.15], [3.18, -0.82, -1.07], [-4.30, -0.14, -0.90], [-1.17, -2.01, -1.70], [1.34, 0.87, 0.61], [-0.66, 1.82, -0.42], [1.21, -1.77, 0.01], [-0.96, -0.20, 1.08], [-2.78, -0.82, 1.80]],
  "mulliken_charge": [-0.18, 0.44, 0.21, -0.42, 0.31, 0.41, -0.32, -0.18, -0.23, -0.05]
}



Entry 10:
{
  "formula": "C3H3N3S2",
  "method": "wB97M-V/def2-TZVPD",
  "homo_lumo_gap_ev": 7.53,
  "homo_ev": -8.75,
  "charge": 0,
  "smiles": "S=Cn1cn[nH]c1=S",
  "e_above_lowest_kcal_mol": 13.1,
  "e_tot_ev": -29299.1896,
  "e_lumo_ev": -1.22,
  "symbols": ["C", "C", "H", "S", "N", "H", "S", "N", "H", "N", "C"],
  "coordinates": [[0.913, -0.261, -1.150], [-1.400, -0.689, -0.233], [1.996, -0.136, -0.741], [1.159, 1.272, 1.780], [-0.106, -0.106, -0.203], [-1.705, -1.021, -1.205], [0.591, -0.676, -2.729], [-2.094, -0.585, 0.838], [-1.389, 0.080, 2.635], [-1.225, 0.015, 1.659], [-0.002, 0.330, 1.122]],
  "atomic_forces_ev_per_a": [[0.69, -0.39, -0.93], [0.04, 0.29, -2.40], [-2.19, 0.04, -0.53], [0.50, -0.17, 0.29], [-0.91, -1.03, 1.40], [-0.49, -0.44, 0.02], [0.54, 0.54, 1.95], [0.83, -0.60, -1.11], [-0.30, 0.22, 0.60], [1.66, 0.75, 0.81], [-0.38, 0.80, -0.10]],
  "mulliken_charge": [0.04, -0.02, 0.24, -0.38, 0.08, 0.40, -0.25, -0.63, 0.22, 0.21, 0.09]
}